(1)
A 2-piece molecular cluster, C7H14NO3 overall. Source: the Open Molecules 2025 dataset; level of theory: ωB97M-V/def2-TZVPD.

Properties
Molar mass ... 160.19 g/mol
Charge ... +1
Energy above the lowest of the compared OMol25 structures with the same formula, charge and spin ... 5.2108 eV
Highest occupied orbital energy ... -13.1 eV
LUMO level ... -0.17892 Ha
Frontier orbital gap ... 8.21 eV

Cartesian coordinates (Å):
C 0.534 -0.289 0.923
C 1.961 3.621 -1.896
C -2.091 -3.855 -0.346
C 1.749 3.114 -0.440
C 1.180 1.641 -0.539
C -1.833 -4.075 1.063
C 0.764 1.135 0.874
N -0.091 -1.228 1.302
O -0.506 -2.274 1.612
O -2.773 -4.085 1.909
O -0.364 1.859 1.328
H 0.993 3.584 -2.317
H 2.184 4.652 -1.857
H 2.566 3.038 -2.498
H -1.258 -3.840 -1.105
H -2.686 -4.718 -0.635
H -2.780 -2.989 -0.620
H 2.697 2.987 0.018
H 1.011 3.627 0.144
H 0.134 1.522 -0.989
H 1.884 0.931 -0.986
H -0.870 -4.467 1.160
H 1.662 1.181 1.683
H -3.620 -3.628 1.524
H -0.446 2.556 0.687

=====

(2)
C49H46N7NaO7S2Si as an isolated structure. Source: the Open Molecules 2025 dataset; level of theory: ωB97M-V/def2-TZVPD.

Properties
Molar mass ... 960.16 g/mol
Charge ... -2
Energy above the lowest of the compared OMol25 structures with the same formula, charge and spin ... 0.1951 eV
Highest occupied orbital energy ... -3.6 eV
LUMO level ... 0.11997 Ha
Frontier orbital gap ... 6.90 eV

Cartesian coordinates (Å):
Na -1.110 -1.064 0.961
O 5.728 -6.346 0.584
C 5.048 -6.214 -0.454
O 5.163 -6.773 -1.563
C 3.921 -5.152 -0.369
C 3.090 -4.892 -1.444
C 2.077 -3.950 -1.303
N 1.872 -3.248 -0.186
C 2.690 -3.475 0.843
C 3.706 -4.429 0.790
C 2.507 -2.642 2.080
C 3.461 -2.712 3.101
C 3.313 -1.931 4.231
C 2.227 -1.079 4.318
C 1.338 -1.060 3.257
N 1.452 -1.824 2.174
C 1.152 -3.682 -2.440
C 1.649 -3.551 -3.737
C 0.768 -3.269 -4.765
C -0.580 -3.140 -4.472
C -0.982 -3.300 -3.152
N -0.143 -3.561 -2.156
H 3.233 -5.456 -2.356
H 4.357 -4.647 1.624
H 4.318 -3.361 3.002
H 4.049 -1.978 5.025
H 2.072 -0.427 5.169
H 0.488 -0.392 3.248
H 2.712 -3.644 -3.917
H 1.129 -3.139 -5.779
H -1.307 -2.911 -5.240
H -2.026 -3.193 -2.875
N -2.141 2.115 -5.815
C -1.838 2.575 -7.076
C -2.610 3.123 -8.094
C -1.948 3.477 -9.256
C -0.565 3.291 -9.396
C 0.195 2.747 -8.377
C -0.452 2.386 -7.197
N 0.060 1.833 -6.038
C -0.967 1.689 -5.243
C -0.930 1.142 -3.882
C -2.087 0.728 -3.234
C -1.987 0.206 -1.953
N -0.830 0.107 -1.302
C 0.275 0.504 -1.925
C 0.281 1.015 -3.213
H -3.034 2.142 -5.357
H -3.677 3.266 -7.987
H -2.510 3.907 -10.075
H -0.087 3.581 -10.323
H 1.262 2.601 -8.478
H -3.060 0.752 -3.708
H -2.872 -0.178 -1.457
H 1.195 0.401 -1.360
H 1.202 1.315 -3.693
C -1.973 -2.690 5.403
S -1.498 -2.807 3.673
C -2.771 -3.960 3.157
O -1.873 -1.482 3.094
H -1.787 -3.641 5.901
H -3.024 -2.408 5.463
H -1.348 -1.912 5.839
H -2.790 -4.808 3.842
H -2.513 -4.281 2.150
H -3.722 -3.427 3.118
O -0.286 1.025 1.615
Si 0.320 2.322 2.251
C -0.021 2.472 4.126
C -0.847 1.530 4.745
C -1.142 1.608 6.102
C -0.612 2.632 6.874
C 0.207 3.583 6.279
C 0.490 3.501 4.922
C 2.213 2.435 2.050
C 3.131 2.239 3.081
C 4.502 2.219 2.844
C 4.987 2.397 1.558
C 4.094 2.594 0.512
C 2.729 2.610 0.761
C -0.303 3.977 1.539
C -1.611 4.094 1.059
C -2.098 5.301 0.574
C -1.286 6.428 0.558
C 0.015 6.337 1.032
C 0.495 5.124 1.513
H -1.262 0.723 4.149
H -1.795 0.871 6.557
H -0.840 2.694 7.933
H 0.621 4.390 6.873
H 1.126 4.258 4.471
H 2.771 2.086 4.092
H 5.190 2.050 3.665
H 6.054 2.371 1.367
H 4.463 2.723 -0.499
H 2.043 2.756 -0.068
H -2.266 3.230 1.070
H -3.117 5.360 0.207
H -1.664 7.370 0.177
H 0.660 7.209 1.019
H 1.521 5.067 1.862
C -4.171 -4.308 -0.739
S -4.045 -2.656 -0.082
O -4.926 -2.634 1.077
O -4.460 -1.773 -1.169
O -2.626 -2.509 0.257
H -5.207 -4.485 -1.020
H -3.862 -5.010 0.033
H -3.515 -4.396 -1.603
N -3.340 1.060 1.242
H -2.589 1.130 0.561
H -2.838 0.927 2.115
H -3.848 0.199 1.062

=====

- What is the molar mass in the second record?
  960.16 g/mol